Record 1
The following is a quantum chemistry calculation of C30H44BrN3P2Pb as an isolated structure in a non-equilibrium geometry, from the OMol25 dataset.

XYZ file:
```
81
Properties=species:S:1:pos:R:3:lowdin_charge:R:1
H -1.067 4.029 -5.732 0.11
H -3.189 -2.059 0.600 0.05
H -0.605 8.723 -4.428 0.11
C -0.443 6.687 -3.674 0.00
C -4.372 -3.955 0.658 -0.14
C 2.595 -1.799 -0.891 -0.36
H 1.262 1.258 1.665 0.06
H -0.341 -3.731 -0.231 0.03
H -4.535 -4.077 1.741 0.07
N -2.449 0.795 4.615 0.12
H 3.070 -3.014 2.696 0.10
H 0.770 -5.326 -2.108 0.07
C -3.060 -3.143 0.393 -0.45
H -1.441 5.946 -7.269 0.11
C 2.665 -3.345 1.722 -0.40
C -0.408 4.192 -3.012 0.11
C 3.700 -4.224 1.001 -0.12
C -2.054 1.452 0.767 -0.07
C -0.936 5.051 -5.350 -0.02
H 5.216 -1.085 0.850 0.07
C -0.408 3.351 -2.118 0.00
C 3.251 -0.528 1.748 -0.40
C -1.238 2.260 6.042 -0.01
C -1.288 1.453 4.873 -0.39
C -2.721 -1.780 -2.279 -0.53
H -5.235 -3.425 0.212 0.08
Pb -0.535 0.196 -1.367 1.56
H 1.523 2.206 3.421 0.09
H -2.097 2.245 6.703 0.11
C 3.443 -0.622 -1.447 -0.12
H -3.043 1.268 1.213 0.13
H -2.284 -3.459 1.112 0.04
H 3.083 0.405 1.192 0.07
H 1.559 2.835 -0.206 0.14
N -0.270 1.389 4.013 0.08
H 3.344 -0.637 -2.546 0.09
H 4.667 -3.713 0.839 0.08
C -0.567 5.295 -3.994 -0.20
C 4.743 -0.844 1.811 -0.11
H 4.995 -1.645 2.513 0.08
H 5.234 0.053 2.201 0.09
H 1.698 -3.880 1.827 0.08
C -0.285 -5.295 -1.805 -0.13
C -0.498 2.577 -0.915 -0.43
H -3.319 -1.039 -4.151 0.08
H 3.122 -2.748 -1.079 0.08
H 1.604 -1.919 -1.376 0.00
C -0.647 -3.881 -1.279 -0.45
C -1.832 1.997 -0.581 -0.19
H -3.794 -2.779 -3.970 0.08
Br -0.263 -1.274 1.812 0.55
P 2.246 -1.788 0.944 0.86
C 0.923 2.986 5.361 -0.07
H -0.864 -5.481 -2.713 0.07
H -1.893 -1.085 -2.508 -0.10
H -2.086 -2.268 -4.200 0.08
C -0.854 1.094 1.333 -0.39
H -4.273 -4.966 0.233 0.07
C -0.121 3.049 6.287 -0.05
H -2.629 2.217 -1.308 0.14
H 3.876 -5.097 1.647 0.09
H -0.451 -6.112 -1.091 0.08
H -3.491 -1.242 -1.714 0.08
H -2.521 0.193 3.790 0.08
C 0.594 2.363 -0.050 -0.07
H -2.942 0.467 5.429 0.10
H 4.497 -0.785 -1.132 0.08
C -0.692 7.666 -4.665 -0.12
H -0.031 3.665 7.175 0.12
H 3.308 -4.616 0.049 0.07
C 0.777 2.188 4.219 -0.16
H 2.819 -0.467 2.767 0.10
C 0.388 1.574 1.106 -0.22
C -1.155 6.133 -6.236 -0.12
C -3.048 -2.017 -3.747 -0.15
N -1.034 7.433 -5.940 0.08
P -2.372 -3.310 -1.321 1.00
H 1.853 3.526 5.483 0.10
H -0.063 -3.158 -1.857 0.04
H -0.165 7.026 -2.665 0.12
H 3.086 0.374 -1.109 0.06
```

Summary:
Energy above the lowest of the compared OMol25 structures with the same formula, charge and spin   99.3 kcal/mol
Frontier orbital gap (spin up / spin down)   4.72 / 4.75 eV
Charge   +2

***

Record 2
The following is a quantum chemistry calculation of C30H44CaN10O16 as an isolated structure in a non-equilibrium geometry, from the OMol25 dataset.

XYZ file:
```
101
Properties=species:S:1:pos:R:3:lowdin_charge:R:1
H -20.313 23.815 20.085 0.10
H -18.607 21.466 21.956 0.03
H -23.711 23.011 25.187 0.10
C -16.970 24.204 25.989 -0.36
H -16.024 21.392 22.098 0.04
C -16.460 19.474 25.433 0.02
H -21.448 19.707 23.159 0.11
H -19.341 21.879 28.966 0.11
H -13.110 19.957 23.566 0.12
N -18.051 25.613 18.045 0.20
O -17.229 22.287 21.146 -0.19
H -15.571 24.865 27.446 0.12
H -14.422 29.118 20.577 0.12
H -17.057 24.244 29.338 0.12
O -16.706 19.857 19.605 -0.08
N -15.563 18.320 18.431 0.17
C -20.415 22.194 19.144 -0.73
C -16.517 24.363 27.302 0.00
H -12.375 29.323 19.361 0.11
C -22.467 21.470 23.773 -0.02
N -19.112 26.239 21.403 0.19
N -21.282 21.313 18.732 0.19
H -19.366 23.460 22.398 0.09
C -18.899 26.984 22.441 -0.91
O -16.878 24.131 20.200 -0.16
O -19.600 27.901 22.669 0.06
C -13.167 23.697 22.985 -0.74
H -17.606 25.260 18.881 0.06
H -18.696 26.390 18.062 0.13
O -11.979 23.699 23.313 0.01
C -14.037 19.735 24.074 -0.02
H -18.676 26.233 16.004 0.12
H -22.280 21.349 18.877 0.13
H -14.462 17.773 20.199 0.11
H -15.001 19.016 21.383 0.09
H -12.541 25.274 18.154 0.12
Ca -17.044 22.076 18.873 1.59
H -13.165 18.554 25.599 0.11
O -15.368 18.173 27.110 0.04
C -20.245 22.892 22.664 -0.02
C -17.279 23.914 28.334 -0.02
H -23.391 20.991 24.060 0.11
N -15.028 18.560 20.483 0.20
C -21.429 20.786 23.123 -0.02
C -13.004 26.082 18.702 -0.03
H -16.085 18.686 17.648 0.13
H -21.311 24.625 23.298 0.12
H -20.825 20.683 18.088 0.13
H -14.582 18.225 27.659 0.11
H -17.309 20.565 23.829 0.11
H -17.348 25.897 22.777 0.07
C -17.889 24.776 17.054 -0.76
O -19.179 22.815 29.103 0.06
H -10.608 28.158 18.392 0.10
C -12.816 28.350 19.521 -0.02
N -14.188 23.375 23.773 0.17
H -18.461 24.687 15.117 0.12
C -14.061 28.233 20.074 0.00
O -19.268 20.784 22.096 0.03
H -15.970 25.943 20.883 0.05
C -15.222 20.240 23.545 -0.35
H -22.008 23.448 19.712 0.13
H -19.806 26.594 20.761 0.12
O -17.264 23.771 17.169 -0.05
C -14.084 19.005 25.255 -0.02
H -18.279 23.221 24.705 0.10
N -18.476 25.244 15.959 0.18
C -22.409 22.860 23.793 -0.36
H -13.950 22.765 24.542 0.12
H -15.136 23.456 23.432 0.06
H -17.339 19.412 26.057 0.12
O -15.870 26.868 20.648 0.06
H -13.038 24.509 21.190 0.11
H -14.761 17.707 18.411 0.13
H -19.751 22.365 26.697 0.11
C -16.999 23.521 21.293 -0.90
C -15.281 18.866 25.950 -0.33
C -18.817 22.892 26.823 0.00
C -18.431 23.195 28.091 -0.42
O -16.235 24.713 25.019 0.04
C -14.254 25.937 19.312 -0.04
O -15.236 20.902 22.346 0.00
H -14.666 24.220 21.881 0.08
N -17.885 26.700 23.070 0.23
C -16.408 20.108 24.213 -0.01
H -17.747 27.248 23.907 0.15
C -20.290 21.456 22.670 -0.32
C -15.869 18.952 19.514 -0.69
O -16.756 24.103 22.397 -0.07
H -14.656 24.947 19.153 0.11
O -11.094 27.355 18.188 0.03
C -21.337 23.546 23.258 -0.01
O -23.383 23.532 24.450 0.04
H -18.375 25.595 21.150 0.06
N -21.041 23.173 19.808 0.21
H -16.409 24.473 24.106 0.03
C -18.078 23.447 25.742 0.01
C -12.239 27.200 18.916 -0.32
C -14.739 27.006 19.994 -0.36
N -13.663 24.107 21.874 0.19
O -19.246 21.999 19.019 -0.08
```

Summary:
Frontier orbital gap   6.16 eV
Charge   0

***

Record 3
The following is a quantum chemistry calculation of C30H44ClF7N2O8S3 as an isolated structure in a non-equilibrium geometry, from the OMol25 dataset.

XYZ file:
```
95
Properties=species:S:1:pos:R:3:lowdin_charge:R:1
C 1.662 0.879 0.226 -0.53
C -0.685 2.625 -0.723 -0.37
H 1.725 2.863 0.852 0.06
H -1.657 5.547 -1.886 0.11
C -0.832 5.400 -4.216 -0.11
C -5.662 0.731 1.301 -0.21
C 0.148 5.180 -0.655 -0.14
C -0.787 -3.265 -2.275 -0.53
C 0.321 0.833 1.049 -0.56
O 0.101 1.526 -3.081 -0.28
H 3.139 -6.356 -0.223 0.10
H -2.044 1.286 2.229 0.09
F -3.351 1.170 4.316 0.18
C 4.327 -5.030 0.976 -0.11
F -1.280 -1.168 5.411 0.15
O -1.973 -3.264 -2.209 0.08
C 1.788 -1.949 -1.160 -0.21
H 5.055 -7.134 -1.575 0.10
H 0.856 -1.389 -1.223 0.04
H -2.423 2.713 1.288 0.12
H 2.400 -2.291 0.853 0.09
C 6.478 -5.898 -0.548 -0.09
H 0.258 -5.711 -1.034 0.09
H -4.317 2.195 2.205 0.11
F 0.573 0.696 5.231 0.15
N -0.044 -3.601 -1.125 -0.11
O -0.183 2.569 3.103 -0.25
H -0.234 -4.916 0.470 0.09
C 2.680 -1.609 0.038 -0.19
C -2.326 0.889 5.104 -0.57
H 7.662 -4.560 0.639 0.10
O -3.383 1.043 0.744 -0.23
H -5.059 0.128 -0.746 0.07
H -1.699 0.498 -2.070 -0.09
C -2.418 2.826 -2.680 0.03
O 1.897 1.631 3.116 -0.25
H -1.442 -5.177 -0.776 0.09
H -6.579 1.221 1.639 0.11
H 3.683 0.245 0.340 0.13
H -1.430 4.295 0.414 0.12
H 0.102 5.987 0.089 0.12
C 6.672 -4.957 0.453 -0.09
C 0.080 0.141 4.129 -0.52
H 0.112 3.822 0.991 0.10
C -0.153 -2.904 -3.610 0.02
C 4.131 -5.965 -0.031 -0.10
F -2.867 0.397 6.208 0.19
H 2.332 -1.683 -2.077 0.12
H -6.782 0.350 -0.524 0.07
H -1.007 4.360 -4.529 0.08
H 7.318 -6.240 -1.140 0.10
C -4.528 1.749 1.226 -0.22
H -6.034 -1.080 0.140 0.07
H 1.883 -3.989 -0.458 0.09
H 0.769 -2.331 -3.490 0.07
H 5.749 -3.793 2.002 0.10
F 0.770 -0.987 4.060 0.12
H 0.056 -3.785 -4.224 0.09
H 1.805 -3.883 -2.212 0.12
C -1.392 -0.210 4.476 -0.37
H 3.488 -4.694 1.573 0.10
O 0.043 5.371 -3.103 -0.18
S 0.529 1.361 2.798 0.75
O 1.462 0.838 -1.201 -0.18
C 5.597 -4.524 1.217 -0.10
H 1.214 5.090 -0.866 0.11
C -0.457 3.950 0.062 -0.14
H -5.385 -0.013 2.055 0.11
H 3.107 2.083 1.078 0.09
C 1.413 -3.446 -1.285 -0.18
C -0.577 5.737 -1.883 -0.23
H -0.493 6.838 -1.823 0.12
C -2.187 1.648 1.208 -0.22
H -4.817 2.559 0.535 0.13
Cl -0.077 -0.953 1.270 0.82
H -2.879 3.695 -3.147 0.07
C 5.207 -6.402 -0.792 -0.09
H -0.324 5.870 -5.062 0.09
N 2.341 2.179 0.421 0.12
C -0.948 1.397 0.267 -0.52
H -1.791 5.890 -4.022 0.09
C -5.873 -0.016 -0.034 -0.09
H -0.872 -2.303 -4.162 0.09
C 2.708 -0.173 0.603 -0.12
H -2.290 1.948 -3.303 0.07
C -2.072 2.881 -1.388 -0.16
H 3.697 -1.929 -0.211 0.12
C -0.396 -4.934 -0.614 -0.05
F -2.079 -0.820 3.515 0.14
O 1.529 3.096 -2.220 -0.22
F -1.742 2.016 5.435 0.20
S -1.542 -0.028 -0.841 0.89
H -2.844 3.267 -0.728 0.11
H 2.740 -0.226 1.695 0.11
S 0.613 2.077 -1.864 0.67
```

Summary:
Frontier orbital gap   8.28 eV
Charge   0

***

What is the charge in the second record?
0